# 1
Computed, not measured: a cluster of 13 separate species, C13H52N26O13 in total at a distorted geometry, with ωB97M-V with the def2-TZVPD basis set.

Results
Relative energy (zero: lowest compared OMol25 entry of this formula, charge and spin) (eV): 9.3841
E_LUMO (Ha): -0.0205
Total charge: 0
HOMO energy (eV): -8.364
Orbital gap (eV): 7.81
2S+1: 1

Element x y z (Å)
C  2.7077  41.0076  19.3292
O  1.8599  40.0872  19.2414
N  2.5682  42.1893  19.9319
N  3.8934  40.9913  18.7456
H  1.6575  42.4547  20.2789
H  3.3923  42.7676  20.0120
H  4.1782  40.1073  18.3486
H  4.5802  41.6141  19.1464
C  4.9043  42.6166  14.1667
O  4.7819  43.7468  14.5765
N  4.8130  41.5915  14.9187
N  5.1299  42.3287  12.9697
H  5.0717  40.6357  14.7194
H  4.4277  41.9803  15.7675
H  4.9353  41.3898  12.6524
H  5.4727  43.0917  12.4037
C  -1.1190  39.8679  17.1838
O  0.0011  39.9729  16.6131
N  -2.1573  40.5690  16.8837
N  -1.2152  39.2747  18.2900
H  -1.8935  41.4702  16.5120
H  -2.8279  40.5359  17.6382
H  -0.4805  38.6504  18.5911
H  -2.0456  39.3697  18.8571
C  3.8923  38.2643  16.2860
O  4.5794  39.1384  16.8071
N  4.3289  37.1817  15.6985
N  2.6112  38.2318  16.3065
H  3.6788  36.4460  15.4613
H  5.3184  36.9799  15.6840
H  2.1317  38.9645  16.8098
H  2.1484  37.3803  16.0222
C  7.9395  40.4369  18.2235
O  9.1274  40.8035  18.1130
N  7.3134  40.3318  19.3240
N  7.2164  39.9802  17.2171
H  7.8272  40.7564  20.0828
H  6.4369  39.8852  19.5526
H  7.7743  39.8139  16.3917
H  6.2888  39.5824  17.1807
C  5.5332  33.1756  15.5760
O  4.9442  33.8892  16.3621
N  6.7754  32.9393  15.4352
N  4.9895  32.3295  14.7403
H  7.3719  33.3797  16.1209
H  6.9741  31.9501  15.3888
H  4.0431  32.4740  14.4185
H  5.5094  31.4978  14.4990
C  1.9997  35.5484  12.7550
O  2.5052  35.3743  11.6582
N  1.9065  34.7578  13.7539
N  1.5979  36.7543  13.0076
H  1.4204  34.9838  14.6099
H  2.0766  33.7700  13.6298
H  1.2046  36.9996  13.9050
H  1.4834  37.3997  12.2393
C  0.5438  41.5185  13.7231
O  0.9096  42.2805  12.8245
N  -0.6696  41.5184  14.2264
N  1.2334  40.5786  14.3515
H  -1.4566  42.1261  14.0490
H  -0.6891  41.0034  15.0950
H  2.2345  40.6058  14.2206
H  0.7685  40.1799  15.1546
C  5.4181  38.8435  12.2075
O  4.5807  39.6314  12.5085
N  5.4514  37.6653  12.6845
N  6.3694  39.0653  11.2622
H  5.8317  36.9172  12.1227
H  4.7649  37.3606  13.3597
H  6.5147  40.0035  10.9176
H  7.0190  38.2930  11.2218
C  1.2647  43.5381  16.4396
O  1.2714  44.7373  16.2625
N  2.3720  42.8255  16.3314
N  0.3541  42.9737  17.1937
H  2.3645  41.8771  16.6786
H  3.1077  43.1903  15.7433
H  0.6104  42.0470  17.5030
H  -0.3995  43.5860  17.4717
C  7.8007  36.0302  17.9491
O  8.7254  36.5591  18.5732
N  6.7579  36.6872  17.4156
N  7.7525  34.7186  17.7491
H  6.7628  37.6559  17.7014
H  5.9219  36.1586  17.2107
H  8.5756  34.2612  18.1143
H  6.8981  34.2088  17.5751
C  0.0028  35.8189  17.1775
O  0.5441  36.2708  16.1691
N  -0.8740  36.4956  17.8300
N  0.2895  34.6770  17.7181
H  -1.3633  37.3157  17.5012
H  -1.2936  35.9800  18.5904
H  -0.3235  34.3538  18.4529
H  0.8042  33.9965  17.1776
C  8.2877  36.0778  12.5124
O  7.3347  35.7398  11.8900
N  9.3994  36.3047  11.9048
N  8.3398  36.3857  13.7873
H  9.4139  35.9375  10.9640
H  10.2629  36.4955  12.3928
H  7.4840  36.4732  14.3165
H  9.1402  36.9072  14.1152

Mulliken population analysis, charges in e, atoms 1 to 99: 0.602, -0.667, -0.311, -0.108, 0.241, 0.164, -0.088, 0.240, 0.840, -0.783, 0.016, -0.220, -0.013, -0.014, 0.265, 0.205, 0.639, -0.749, -0.509, -0.458, 0.193, 0.171, 0.295, 0.137, 0.860, -0.691, 0.338, 0.384, -0.033, -0.382, -0.404, -0.296, 0.458, -0.757, -0.222, 0.038, 0.238, 0.168, 0.191, 0.162, 0.733, -0.721, -0.461, -0.379, 0.303, 0.262, 0.177, 0.124, 0.508, -0.741, -0.177, -0.115, 0.120, 0.215, 0.027, 0.178, 0.535, -0.737, -0.330, -0.036, 0.215, 0.101, -0.024, 0.624, 0.602, -0.827, 0.112, -0.398, 0.348, -0.255, 0.239, 0.105, 0.509, -0.732, 0.180, -0.126, -0.189, -0.081, -0.031, 0.247, 0.425, -0.696, -0.093, -0.371, -0.006, 0.258, 0.161, 0.271, 0.582, -0.668, -0.438, -0.365, 0.320, 0.074, 0.168, 0.236, 0.722, -0.764, -0.473

# 2
Computed, not measured: a cluster of 13 separate species, C13H52O13 in total at a distorted geometry, with ωB97M-V with the def2-TZVPD basis set.

Results
Relative energy (zero: lowest compared OMol25 entry of this formula, charge and spin) (eV): 5.2535
E_LUMO (Ha): 0.0015
Total charge: 0
HOMO energy (eV): -10.142
Orbital gap (eV): 10.18
2S+1: 1

Element x y z (Å)
C  -14.7442  9.7769  -36.1389
O  -15.9929  9.8415  -35.4871
H  -14.8122  10.2260  -37.1298
H  -13.9920  10.3487  -35.5955
H  -14.4343  8.7340  -36.2046
H  -15.9096  9.3572  -34.6624
C  -6.8492  14.5355  -46.7711
O  -6.4581  15.1290  -47.9796
H  -6.2957  14.9488  -45.9279
H  -7.9023  14.6593  -46.5187
H  -6.6182  13.4734  -46.8534
H  -5.6655  15.6586  -47.8660
C  -16.1507  15.8574  -40.2232
O  -17.6049  15.8823  -40.2162
H  -15.8092  16.3661  -41.1247
H  -15.5864  16.2403  -39.3729
H  -15.8213  14.8184  -40.2266
H  -17.9191  16.4431  -39.5032
C  -11.0721  5.1673  -42.1052
O  -9.7678  4.9060  -41.6871
H  -11.7521  4.9695  -41.2767
H  -11.2365  6.1921  -42.4380
H  -11.4868  4.5143  -42.8731
H  -9.2174  5.3652  -42.3256
C  -12.2833  10.8744  -47.9400
O  -13.2955  10.6059  -48.8569
H  -11.3255  11.2654  -48.2832
H  -12.6737  11.6922  -47.3342
H  -11.9922  10.0080  -47.3460
H  -13.0528  9.7952  -49.3101
C  -9.5244  13.9832  -32.6769
O  -8.9900  13.9565  -33.9423
H  -8.9558  14.7813  -32.1996
H  -10.5715  14.2587  -32.8018
H  -9.2872  13.0790  -32.1163
H  -9.5026  14.5196  -34.5269
C  -10.0226  19.1021  -42.8275
O  -11.1915  19.0414  -42.0931
H  -9.6026  20.0693  -42.5516
H  -9.3045  18.3161  -42.5938
H  -10.2056  19.0446  -43.9005
H  -11.6623  19.8686  -42.2176
C  -4.1047  11.2703  -35.0154
O  -4.7658  11.3190  -36.2492
H  -4.7044  11.6655  -34.1956
H  -4.0166  10.2510  -34.6393
H  -3.1078  11.7088  -35.0611
H  -5.6766  11.5914  -36.1154
C  -10.1588  19.3392  -36.7808
O  -10.2331  18.0697  -37.3405
H  -10.3832  19.2370  -35.7191
H  -9.1438  19.6987  -36.9495
H  -10.7886  20.0280  -37.3439
H  -10.3206  18.2409  -38.2811
C  -4.1844  17.1085  -36.4740
O  -3.9308  18.3854  -36.0654
H  -4.1604  16.4617  -35.5970
H  -5.1098  16.9307  -37.0219
H  -3.4130  16.8324  -37.1929
H  -3.1742  18.3684  -35.4747
C  -2.4634  11.7110  -42.2467
O  -3.6600  11.0624  -41.9191
H  -1.6622  10.9728  -42.2121
H  -2.6361  12.1434  -43.2322
H  -2.1828  12.3041  -41.3763
H  -3.8817  11.1048  -40.9860
C  -16.1621  17.3380  -46.5079
O  -16.4594  18.6787  -46.7267
H  -17.0088  16.7860  -46.0998
H  -15.9407  16.7858  -47.4212
H  -15.3353  17.0750  -45.8480
H  -17.0104  18.7377  -47.5106
C  -9.8182  12.8907  -40.8814
O  -10.7059  13.5455  -41.8490
H  -10.2671  12.9254  -39.8887
H  -9.5843  11.8590  -41.1441
H  -8.9330  13.4595  -40.5968
H  -10.8666  14.4613  -41.6103

From a Mulliken analysis of the wavefunction, the atomic charges in e read: -0.459, -0.499, 0.205, 0.225, 0.230, 0.298, -0.468, -0.505, 0.239, 0.207, 0.218, 0.310, -0.479, -0.508, 0.215, 0.255, 0.219, 0.299, -0.537, -0.484, 0.222, 0.244, 0.250, 0.306, -0.495, -0.490, 0.248, 0.207, 0.237, 0.293, -0.441, -0.499, 0.209, 0.226, 0.192, 0.312, -0.508, -0.500, 0.242, 0.212, 0.246, 0.307, -0.532, -0.487, 0.227, 0.260, 0.217, 0.315, -0.477, -0.475, 0.192, 0.230, 0.231, 0.297, -0.489, -0.506, 0.217, 0.221, 0.242, 0.315, -0.421, -0.511, 0.215, 0.173, 0.237, 0.305, -0.563, -0.490, 0.261, 0.244, 0.243, 0.306, -0.536, -0.494, 0.249, 0.246, 0.256, 0.279